Entry 1:
The following is a quantum chemistry calculation of a cluster of 2 separate species, C3H10N2S in total, from OMol25.

Summary:
energy relative to the best compared isomer or geometry (same formula, charge and spin)	27.2	kcal per mole
orbital gap	9.4213	eV
SMILES string	[H]/N=C/N.CSC
charge	0
spin multiplicity	1
HOMO energy	-8.53	eV

```
16
Properties=species:S:1:pos:R:3:forces:R:3
C -2.0300 -1.6056 0.3728 0.931 3.798 -0.803
S -0.2600 -1.2950 0.9535 -0.836 -0.940 -0.501
C 0.6811 -2.2006 -0.3830 -3.588 0.722 -1.020
H -2.3697 -0.7348 -0.3321 0.841 -1.732 0.924
H -2.7194 -1.5196 1.1866 -0.091 -0.378 0.740
H -2.0492 -2.5277 -0.1138 -0.256 -1.453 -0.684
H 1.5978 -2.4796 0.0054 2.045 -0.052 0.575
H 0.1546 -3.1736 -0.6390 0.424 1.315 0.166
H 0.6685 -1.4667 -1.2369 0.547 -1.243 0.625
N 1.9143 2.2841 -0.3068 -2.609 0.041 -0.186
C 0.6262 2.4255 0.3712 1.636 -0.170 -1.403
N -0.3299 2.9095 -0.3129 0.449 0.058 0.255
H 2.7518 2.0805 0.1662 0.560 -0.450 0.835
H 1.9558 2.1319 -1.3257 -0.471 0.438 1.112
H 0.6124 2.0525 1.4323 0.114 0.631 -0.945
H -1.2044 3.1193 0.1623 0.303 -0.584 0.311
```
Positions in Å, forces in eV/Å.

Charges per atom according to Mulliken partitioning, unit e: atom 1 (C): -0.76, atom 2 (S): -0.08, atom 3 (C): -0.81, atom 4 (H): 0.22, atom 5 (H): 0.31, atom 6 (H): 0.26, atom 7 (H): 0.34, atom 8 (H): 0.27, atom 9 (H): 0.22, atom 10 (N): -0.46, atom 11 (C): 0.21, atom 12 (N): -0.65, atom 13 (H): 0.19, atom 14 (H): 0.22, atom 15 (H): 0.27, atom 16 (H): 0.24

=====

Entry 2:
The following is a quantum chemistry calculation of a structure of composition C10H16ClPbSeSm, from OMol25.

Summary:
orbital gap (alpha / beta)	4.5221 / 4.5356	eV
charge	-2
spin multiplicity	6
HOMO energy (alpha / beta)	0.50 / 0.49	eV
⟨S²⟩	8.76

```
30
Properties=species:S:1:pos:R:3:forces:R:3
Sm 0.7946 -0.5477 -3.3305 -1.452 1.269 1.270
Cl 2.3211 -2.5321 -3.3567 1.015 -1.447 0.036
C 2.3559 1.1221 -3.9051 0.732 0.354 -0.183
C -0.6438 -1.1160 -5.1312 -0.298 -0.322 -0.382
H 2.1947 1.5905 -4.8856 0.098 0.117 0.036
H 2.4820 1.9019 -3.1359 -0.043 -0.076 -0.213
H 3.2967 0.5392 -3.9517 -0.072 0.266 -0.068
H -0.4900 -0.5466 -6.0538 -0.116 -0.051 -0.152
H -1.7099 -1.1000 -4.8594 0.097 0.072 -0.097
H -0.3587 -2.1683 -5.3076 -0.097 0.093 -0.185
Pb -0.6069 -0.0471 -0.1490 1.968 -1.503 -0.316
C -2.2739 -0.9940 1.0474 -1.132 0.108 0.291
C -0.9134 0.9680 -2.0213 -0.531 0.732 -1.125
H -3.2905 -0.6736 0.7811 -0.017 -0.070 0.252
H -2.1431 -2.0566 0.7878 0.016 0.334 0.125
H -2.0709 -0.8435 2.1158 -0.125 -0.080 -0.154
H -1.9211 0.8415 -2.4855 0.359 0.412 0.289
H -0.5287 2.0181 -2.1317 -0.423 -0.731 0.078
Se 1.4694 1.5603 1.1344 0.457 0.834 -0.430
C 0.8721 0.8447 2.7430 -0.028 -0.265 1.092
C 1.1421 -0.5000 3.1074 -0.435 0.423 0.023
C 0.4884 -1.0720 4.1990 -0.029 0.541 0.214
C -0.3676 -0.2993 5.0021 0.189 -0.058 -0.340
C -0.5592 1.0561 4.6962 0.232 -0.187 0.111
C 0.0813 1.6382 3.6076 -0.002 -0.628 -0.079
H 1.8436 -1.0767 2.5013 -0.383 0.133 0.074
H 0.6504 -2.1232 4.4265 -0.006 0.115 0.036
H -0.8694 -0.7474 5.8592 0.040 0.071 -0.192
H -1.2147 1.6634 5.3185 0.102 -0.077 -0.014
H -0.0307 2.7001 3.3778 -0.115 -0.379 0.004
```
Positions in Å, forces in eV/Å.

Charges per atom according to Mulliken partitioning, unit e: atom 1 (Sm): 0.95, atom 2 (Cl): -0.67, atom 3 (C): -1.11, atom 4 (C): -1.07, atom 5 (H): 0.22, atom 6 (H): 0.24, atom 7 (H): 0.24, atom 8 (H): 0.21, atom 9 (H): 0.21, atom 10 (H): 0.23, atom 11 (Pb): 0.52, atom 12 (C): -1.37, atom 13 (C): -1.15, atom 14 (H): 0.33, atom 15 (H): 0.36, atom 16 (H): 0.23, atom 17 (H): 0.18, atom 18 (H): 0.16, atom 19 (Se): -0.31, atom 20 (C): -0.36, atom 21 (C): -0.28, atom 22 (C): -0.24, atom 23 (C): -0.42, atom 24 (C): -0.28, atom 25 (C): -0.44, atom 26 (H): 0.37, atom 27 (H): 0.32, atom 28 (H): 0.30, atom 29 (H): 0.31, atom 30 (H): 0.32

=====

Entry 3:
The following is a quantum chemistry calculation of the molecule C3H5ClO, from OMol25.

Summary:
energy relative to the best compared isomer or geometry (same formula, charge and spin)	62.2	kcal per mole
orbital gap	11.4676	eV
SMILES string	ClC[C@@H]1CO1
charge	0
spin multiplicity	1
HOMO energy	-10.50	eV

```
10
Properties=species:S:1:pos:R:3:forces:R:3
C -0.9624 0.8028 0.2229 0.668 -0.178 -4.165
C 0.1989 0.0187 -0.3124 -3.441 -0.289 -2.487
C 1.2033 -0.8130 0.2513 -1.054 -3.916 -0.335
H -0.9636 0.9603 1.2196 0.065 0.916 3.111
H -0.8087 1.7327 -0.4549 -1.571 -1.112 1.430
H -0.1064 -0.3082 -1.3614 0.439 0.489 1.084
H 1.2216 -0.8829 1.3675 0.385 -0.735 -1.229
H 1.1838 -1.6890 -0.6313 1.466 1.538 3.165
O 1.4808 0.4472 -0.2214 2.172 2.090 -0.582
Cl -2.4475 -0.2687 -0.0800 0.870 1.196 0.008
```
Positions in Å, forces in eV/Å.

Charges per atom according to Mulliken partitioning, unit e: atom 1 (C): -0.41, atom 2 (C): -0.09, atom 3 (C): -0.21, atom 4 (H): 0.34, atom 5 (H): 0.26, atom 6 (H): 0.25, atom 7 (H): 0.26, atom 8 (H): 0.22, atom 9 (O): -0.42, atom 10 (Cl): -0.20

=====

E_tot (Eh)
-627.9513 -4102.9465 -652.6342